Here is C57H61Ge2N6O2RbS2Si as an isolated structure at a distorted geometry from the Open Molecules 2025 dataset. Energies are from ωB97M-V/def2-TZVPD.

Calculated values
Gap between HOMO and LUMO = 6.3 eV
Total charge = -2

Last column: Mulliken charge in e.
Geometry (Å):
Rb (-0.33, 0.87, 1.21)  1.584
S (2.56, -1.28, 4.18)  -0.345
C (2.91, 0.17, 4.99)  0.725
C (3.28, -0.02, 6.36)  -0.111
N (3.62, -0.26, 7.44)  -0.607
C (2.91, 1.43, 4.45)  -0.272
S (2.65, 1.75, 2.71)  -0.112
C (3.10, 2.57, 5.25)  -0.039
N (3.26, 3.51, 5.91)  -0.670
C (-5.24, -1.78, 4.67)  -0.419
C (-5.84, -2.20, 3.49)  -0.745
C (-5.35, -1.77, 2.26)  0.169
C (-4.23, -0.94, 2.17)  -0.225
C (-3.65, -0.53, 3.37)  -0.644
C (-4.14, -0.93, 4.61)  -0.694
Ge (-3.34, -0.23, 0.45)  0.355
C (-4.11, 1.63, 0.63)  -0.139
C (-5.15, 1.99, 1.48)  0.261
C (-5.59, 3.30, 1.59)  -0.757
C (-5.00, 4.30, 0.81)  -0.349
C (-3.98, 3.97, -0.06)  -0.734
C (-3.53, 2.65, -0.14)  -0.161
C (-4.81, -0.96, -0.76)  -0.148
C (-5.75, -0.16, -1.42)  -0.393
C (-6.77, -0.72, -2.18)  -0.528
C (-6.89, -2.10, -2.30)  -0.662
C (-5.94, -2.91, -1.69)  -0.598
C (-4.92, -2.34, -0.95)  0.071
H (-5.62, -2.12, 5.63)  0.333
H (-6.71, -2.85, 3.53)  0.357
H (-5.86, -2.09, 1.37)  0.360
H (-2.78, 0.13, 3.35)  0.326
H (-3.67, -0.59, 5.52)  0.385
H (-5.63, 1.23, 2.09)  0.318
H (-6.39, 3.55, 2.27)  0.370
H (-5.34, 5.32, 0.90)  0.340
H (-3.51, 4.73, -0.67)  0.318
H (-2.71, 2.41, -0.82)  0.416
H (-5.68, 0.91, -1.33)  0.356
H (-7.49, -0.08, -2.68)  0.374
H (-7.71, -2.53, -2.86)  0.312
H (-6.01, -3.99, -1.80)  0.381
H (-4.19, -2.99, -0.47)  0.032
C (-2.87, -5.19, 1.85)  -1.131
C (-1.66, -4.38, 1.53)  0.815
C (-0.34, -4.72, 1.34)  -1.422
C (0.33, -3.51, 1.05)  0.374
N (-0.53, -2.50, 1.05)  0.112
N (-1.72, -3.05, 1.34)  0.496
C (1.78, -3.28, 0.81)  -0.893
H (-2.62, -6.25, 1.82)  0.333
H (-3.67, -5.00, 1.13)  0.182
H (-3.25, -4.94, 2.84)  0.252
H (0.09, -5.71, 1.42)  0.411
H (-2.53, -2.44, 1.43)  -0.518
H (2.28, -4.20, 0.52)  0.335
H (2.26, -2.90, 1.71)  0.039
H (1.92, -2.53, 0.03)  0.181
C (0.28, 5.66, -1.09)  -1.201
Si (0.67, 4.71, 0.52)  0.994
C (-0.77, 5.18, 1.68)  -0.990
C (2.20, 5.59, 1.26)  -1.092
O (0.86, 3.16, 0.30)  -0.856
H (0.22, 6.74, -0.94)  0.365
H (-0.67, 5.32, -1.50)  0.230
H (1.05, 5.47, -1.85)  0.284
H (-0.95, 6.26, 1.70)  0.273
H (-0.58, 4.86, 2.71)  0.281
H (-1.70, 4.70, 1.36)  0.151
H (2.03, 6.64, 1.48)  0.390
H (3.05, 5.52, 0.57)  0.243
H (2.49, 5.10, 2.19)  0.263
C (-0.92, -3.61, -2.69)  -0.872
C (-2.17, -2.79, -3.00)  -0.060
N (-2.23, -2.37, -4.41)  0.529
C (-3.00, -3.22, -5.31)  -0.878
C (-4.48, -2.85, -5.30)  -0.732
C (-1.52, -1.34, -4.94)  0.362
O (-1.49, -1.13, -6.15)  -0.719
C (-0.76, -0.48, -3.99)  0.261
C (0.61, -0.33, -4.13)  -0.530
C (1.29, 0.51, -3.27)  -0.962
C (0.57, 1.19, -2.29)  -1.240
N (-0.75, 1.07, -2.17)  -0.050
C (-1.40, 0.28, -3.01)  -0.170
H (-0.94, -3.92, -1.65)  0.087
H (-0.03, -3.01, -2.86)  0.206
H (-0.87, -4.50, -3.33)  0.338
H (-2.20, -1.93, -2.34)  -0.421
H (-3.07, -3.38, -2.81)  0.387
H (-2.85, -4.26, -5.01)  0.369
H (-2.59, -3.08, -6.31)  0.480
H (-4.87, -2.86, -4.29)  -0.005
H (-5.05, -3.55, -5.91)  0.427
H (-4.60, -1.84, -5.70)  0.274
H (1.13, -0.88, -4.91)  0.474
H (2.36, 0.64, -3.35)  0.553
H (1.04, 1.88, -1.59)  1.256
H (-2.48, 0.24, -2.89)  0.624
C (5.93, 1.43, 3.27)  -1.267
Ge (4.59, 0.92, 1.90)  0.368
C (4.98, -0.95, 1.30)  0.363
C (4.76, -1.28, -0.03)  -0.214
C (5.09, -2.54, -0.51)  -0.707
C (5.62, -3.49, 0.35)  -0.426
C (5.85, -3.16, 1.68)  -0.569
C (5.54, -1.90, 2.15)  -0.096
C (4.83, 1.95, 0.22)  0.273
C (3.77, 2.69, -0.25)  0.732
C (3.87, 3.44, -1.44)  -0.441
C (5.04, 3.46, -2.15)  -0.991
C (6.16, 2.72, -1.70)  0.826
C (7.39, 2.75, -2.40)  -0.890
C (8.47, 2.03, -1.97)  -0.512
C (8.36, 1.24, -0.81)  -1.167
C (7.19, 1.19, -0.11)  -0.301
C (6.05, 1.94, -0.51)  0.779
H (6.95, 1.26, 2.93)  0.480
H (5.78, 0.87, 4.20)  0.402
H (5.80, 2.49, 3.49)  0.379
H (4.34, -0.53, -0.70)  0.404
H (4.92, -2.78, -1.55)  0.386
H (5.85, -4.48, -0.02)  0.359
H (6.26, -3.90, 2.35)  0.390
H (5.71, -1.65, 3.19)  0.265
H (2.82, 2.74, 0.29)  -0.513
H (3.01, 4.01, -1.76)  0.248
H (5.13, 4.04, -3.06)  0.337
H (7.46, 3.37, -3.29)  0.382
H (9.40, 2.06, -2.51)  0.366
H (9.21, 0.66, -0.48)  0.408
H (7.11, 0.56, 0.77)  0.263



Here is C57H65BrN2OP2PbS2 as an isolated structure from the Open Molecules 2025 dataset. Energies are from ωB97M-V/def2-TZVPD.

Calculated values
Gap between HOMO and LUMO = 5.5 eV
Total charge = 0

Last column: Mulliken charge in e.
Geometry (Å):
Pb (-0.89, 0.76, 1.17)  2.316
Br (4.55, 4.16, 5.63)  -0.225
C (3.27, 3.08, 4.74)  -0.405
C (3.01, 1.78, 5.20)  -0.439
C (2.05, 1.01, 4.59)  -0.642
C (1.32, 1.48, 3.48)  0.359
O (0.37, 0.71, 2.99)  -0.892
C (1.65, 2.76, 2.98)  0.227
C (1.12, 3.33, 1.80)  -0.305
N (0.28, 2.84, 0.93)  0.410
C (-0.14, 3.71, -0.11)  -1.070
C (0.72, 4.53, -0.80)  -0.006
C (0.23, 5.48, -1.72)  -0.994
C (-1.11, 5.62, -1.95)  -0.932
C (-2.02, 4.75, -1.29)  1.333
C (-3.42, 4.80, -1.48)  -1.009
C (-4.23, 3.94, -0.80)  -0.889
C (-3.64, 2.97, 0.04)  -0.692
N (-2.35, 2.88, 0.21)  -0.020
C (-1.53, 3.77, -0.41)  0.337
C (2.61, 3.55, 3.65)  -0.940
H (3.56, 1.40, 6.05)  0.429
H (1.85, 0.00, 4.94)  0.444
H (1.46, 4.35, 1.61)  0.528
H (1.79, 4.43, -0.63)  0.662
H (0.93, 6.13, -2.23)  0.460
H (-1.49, 6.37, -2.63)  0.420
H (-3.83, 5.54, -2.16)  0.446
H (-5.31, 3.97, -0.92)  0.454
H (-4.25, 2.23, 0.54)  0.992
H (2.86, 4.53, 3.25)  0.473
C (-7.41, 1.47, 1.27)  -1.767
C (-6.80, 1.01, -0.05)  0.921
C (-7.79, 0.14, -0.82)  -1.519
C (-5.49, 0.25, 0.12)  -1.381
C (-4.65, 0.08, -0.98)  -0.063
C (-3.53, -0.74, -0.93)  0.746
C (-2.72, -0.91, -2.20)  1.742
C (-3.47, -1.75, -3.24)  -1.988
C (-2.29, 0.44, -2.79)  -1.884
C (-3.23, -1.47, 0.25)  2.117
C (-3.99, -1.20, 1.40)  -0.531
C (-5.10, -0.35, 1.30)  0.275
C (-3.72, -1.71, 2.83)  0.217
C (-2.63, -2.75, 2.98)  -1.490
C (-3.37, -0.50, 3.72)  -1.505
C (-2.46, -2.79, 0.01)  -0.534
C (-3.36, -3.86, -0.10)  -0.318
C (-3.00, -5.10, -0.60)  -1.001
C (-1.71, -5.29, -1.06)  -1.049
C (-0.79, -4.26, -0.91)  -0.584
C (-1.11, -3.03, -0.33)  0.325
P (0.36, -1.91, 0.01)  1.138
C (1.40, -2.85, 1.30)  2.594
C (0.62, -2.82, 2.62)  -2.108
C (1.73, -4.32, 1.04)  -1.948
C (2.69, -2.05, 1.51)  -1.492
C (1.35, -1.82, -1.62)  3.250
C (2.12, -0.50, -1.52)  -1.956
C (2.35, -2.95, -1.91)  -1.792
C (0.42, -1.73, -2.83)  -2.034
H (-8.29, 2.08, 1.09)  0.459
H (-6.71, 2.06, 1.86)  0.360
H (-7.72, 0.61, 1.88)  0.337
H (-6.58, 1.90, -0.65)  -0.081
H (-7.98, -0.79, -0.27)  0.342
H (-7.41, -0.13, -1.81)  0.335
H (-8.74, 0.66, -0.96)  0.451
H (-4.88, 0.59, -1.91)  0.501
H (-1.82, -1.45, -1.94)  -1.654
H (-4.39, -1.24, -3.55)  0.364
H (-3.74, -2.72, -2.82)  0.348
H (-2.85, -1.91, -4.12)  0.479
H (-3.14, 1.00, -3.18)  0.446
H (-1.60, 0.28, -3.63)  0.633
H (-1.79, 1.06, -2.05)  0.332
H (-5.69, -0.20, 2.20)  0.536
H (-4.66, -2.12, 3.20)  0.639
H (-1.69, -2.37, 2.58)  -0.429
H (-2.86, -3.69, 2.47)  0.516
H (-2.47, -2.97, 4.04)  0.608
H (-2.44, -0.03, 3.38)  0.223
H (-3.20, -0.83, 4.75)  0.449
H (-4.15, 0.26, 3.72)  0.394
H (-4.40, -3.69, 0.17)  0.453
H (-3.74, -5.90, -0.66)  0.410
H (-1.40, -6.23, -1.51)  0.474
H (0.22, -4.43, -1.25)  0.484
H (-0.26, -3.48, 2.57)  0.419
H (0.31, -1.81, 2.90)  0.132
H (1.27, -3.19, 3.41)  0.717
H (0.84, -4.95, 1.01)  0.367
H (2.34, -4.67, 1.88)  0.583
H (2.31, -4.49, 0.13)  0.193
H (2.50, -0.99, 1.70)  -0.134
H (3.40, -2.10, 0.68)  -0.258
H (3.20, -2.44, 2.39)  0.674
H (2.79, -0.44, -0.66)  -0.200
H (1.43, 0.36, -1.45)  -0.039
H (2.73, -0.36, -2.42)  0.601
H (3.08, -3.10, -1.12)  0.042
H (2.92, -2.66, -2.80)  0.613
H (1.86, -3.90, -2.13)  0.306
H (-0.15, -0.80, -2.83)  0.134
H (-0.27, -2.58, -2.91)  0.337
H (1.04, -1.73, -3.74)  0.686
S (6.99, 2.16, 1.55)  -0.523
P (5.60, 1.52, 0.32)  0.764
S (3.70, 1.55, 0.95)  -0.137
C (5.73, 2.38, -1.30)  -0.352
C (6.99, 2.65, -1.82)  -0.386
C (7.13, 3.28, -3.05)  -0.666
C (6.01, 3.66, -3.77)  -0.462
C (4.74, 3.41, -3.26)  -0.688
C (4.60, 2.78, -2.02)  0.329
C (5.94, -0.22, -0.16)  0.204
C (5.66, -0.71, -1.44)  -0.103
C (5.85, -2.07, -1.72)  -0.565
C (6.31, -2.93, -0.74)  -0.517
C (6.60, -2.44, 0.53)  -0.707
C (6.42, -1.09, 0.82)  -0.521
H (7.87, 2.37, -1.25)  0.380
H (8.12, 3.48, -3.45)  0.379
H (6.12, 4.15, -4.73)  0.370
H (3.86, 3.72, -3.81)  0.424
H (3.62, 2.57, -1.60)  0.135
H (5.31, -0.04, -2.21)  0.314
H (5.64, -2.44, -2.72)  0.392
H (6.47, -3.98, -0.97)  0.409
H (6.98, -3.11, 1.30)  0.392
H (6.66, -0.69, 1.80)  0.342



Here is C57H66Co2N3O6 as an isolated structure at a distorted geometry from the Open Molecules 2025 dataset. Energies are from ωB97M-V/def2-TZVPD.

Calculated values
Gap between HOMO and LUMO = 4.8 eV
Total charge = -1

Last column: Mulliken charge in e.
Geometry (Å):
C (6.12, 1.23, 2.17)  -1.359
C (5.27, 0.80, 3.37)  0.184
C (5.85, -0.44, 4.06)  -1.615
C (3.82, 0.61, 2.98)  -0.428
C (3.34, -0.59, 2.48)  -0.328
C (2.02, -0.78, 2.13)  0.596
C (1.62, -2.09, 1.48)  2.951
C (2.71, -3.18, 1.56)  -2.499
C (1.16, -1.86, 0.03)  -1.247
C (1.09, 0.29, 2.28)  0.098
C (-0.34, 0.08, 2.00)  -0.846
N (-1.23, -0.89, 2.57)  2.770
C (-0.91, -1.84, 3.62)  -1.002
C (-1.11, -3.22, 3.38)  1.264
C (-1.77, -3.73, 2.12)  1.953
C (-3.21, -4.18, 2.42)  -1.820
C (-0.94, -4.84, 1.46)  -1.293
C (-0.77, -4.14, 4.36)  -0.433
C (-0.25, -3.73, 5.56)  -1.622
C (-0.10, -2.39, 5.81)  -0.680
C (-0.44, -1.43, 4.87)  -0.230
C (-0.38, 0.04, 5.25)  2.404
C (0.19, 0.28, 6.66)  -2.607
C (-1.74, 0.71, 5.08)  -0.886
N (-2.44, -0.82, 2.07)  -1.870
N (-2.45, 0.17, 1.18)  3.455
C (-3.60, 0.52, 0.36)  -1.808
C (-3.80, -0.11, -0.89)  0.614
C (-2.89, -1.20, -1.43)  2.834
C (-1.61, -0.63, -2.03)  -0.487
C (-3.61, -2.08, -2.47)  -2.198
C (-4.89, 0.27, -1.66)  -0.601
C (-5.78, 1.22, -1.23)  -1.509
C (-5.60, 1.82, -0.01)  -1.060
C (-4.53, 1.49, 0.80)  0.612
C (-4.44, 2.20, 2.14)  0.664
C (-3.18, 3.04, 2.27)  -1.616
C (-4.62, 1.24, 3.31)  -1.128
C (-1.16, 0.76, 1.06)  0.060
C (-0.80, 1.71, 0.16)  -2.249
C (1.60, 1.55, 2.72)  1.396
C (0.77, 2.81, 2.81)  1.561
C (1.24, 3.84, 1.77)  -1.785
C (0.81, 3.41, 4.22)  -1.430
C (2.93, 1.67, 3.07)  -0.523
H (5.77, 2.17, 1.73)  0.334
H (7.16, 1.37, 2.48)  0.439
H (6.10, 0.48, 1.39)  0.266
H (5.28, 1.62, 4.11)  0.347
H (5.20, -0.80, 4.86)  0.356
H (5.98, -1.26, 3.35)  0.308
H (6.83, -0.23, 4.50)  0.447
H (4.04, -1.40, 2.38)  0.320
H (0.76, -2.46, 2.05)  -1.619
H (3.01, -3.36, 2.60)  0.401
H (2.36, -4.13, 1.15)  0.431
H (3.59, -2.89, 1.00)  0.491
H (0.27, -1.25, -0.01)  -0.122
H (1.93, -1.35, -0.54)  0.455
H (0.94, -2.80, -0.48)  0.400
H (-1.82, -2.88, 1.42)  -0.778
H (-3.79, -3.37, 2.87)  0.391
H (-3.73, -4.51, 1.52)  0.451
H (-3.20, -5.01, 3.13)  0.369
H (0.09, -4.52, 1.29)  0.137
H (-0.89, -5.73, 2.09)  0.391
H (-1.36, -5.15, 0.49)  0.386
H (-0.97, -5.19, 4.19)  0.398
H (-0.02, -4.45, 6.32)  0.399
H (0.29, -2.08, 6.77)  0.496
H (0.32, 0.51, 4.55)  -1.130
H (1.19, -0.14, 6.77)  0.430
H (0.25, 1.34, 6.90)  0.384
H (-0.46, -0.18, 7.42)  0.525
H (-2.05, 0.69, 4.04)  -0.232
H (-2.51, 0.19, 5.66)  0.399
H (-1.73, 1.76, 5.40)  0.431
H (-2.63, -1.84, -0.57)  -1.027
H (-1.02, -0.07, -1.31)  -0.414
H (-0.98, -1.42, -2.44)  0.497
H (-1.85, 0.05, -2.85)  0.049
H (-4.58, -2.43, -2.12)  0.483
H (-3.77, -1.51, -3.39)  0.395
H (-3.01, -2.95, -2.75)  0.457
H (-5.05, -0.19, -2.61)  0.353
H (-6.62, 1.50, -1.86)  0.392
H (-6.31, 2.56, 0.33)  0.408
H (-5.30, 2.90, 2.16)  0.673
H (-3.03, 3.70, 1.42)  0.424
H (-3.21, 3.66, 3.17)  0.551
H (-2.31, 2.39, 2.35)  0.437
H (-5.63, 0.81, 3.34)  0.473
H (-3.92, 0.41, 3.24)  0.003
H (-4.45, 1.74, 4.26)  0.371
H (-1.50, 2.12, -0.53)  0.246
H (0.23, 1.97, 0.05)  0.433
H (-0.27, 2.54, 2.58)  -0.678
H (1.31, 3.41, 0.77)  0.339
H (0.58, 4.71, 1.70)  0.418
H (2.24, 4.20, 2.02)  0.409
H (0.56, 2.66, 4.97)  0.157
H (1.81, 3.77, 4.47)  0.400
H (0.12, 4.25, 4.34)  0.404
H (3.31, 2.63, 3.38)  0.368
O (1.23, -2.20, -6.59)  -0.364
C (0.79, -1.16, -6.44)  0.075
Co (0.20, 0.51, -6.21)  -0.143
C (-1.62, 0.37, -5.93)  0.175
O (-2.74, 0.26, -5.77)  -0.414
C (1.49, 1.13, -4.76)  -0.600
O (1.60, 1.61, -3.68)  -0.508
C (1.36, 1.47, -7.70)  -1.747
C (2.62, 0.66, -7.61)  1.411
C (3.19, 0.46, -6.36)  0.481
C (4.31, -0.30, -6.18)  -0.555
C (4.92, -0.86, -7.28)  -0.449
C (4.38, -0.69, -8.53)  -0.791
C (3.24, 0.07, -8.71)  -0.217
C (0.08, 0.93, -8.17)  1.288
C (0.05, 0.27, -9.46)  -1.186
Co (0.01, 3.00, -7.92)  0.036
C (0.76, 3.85, -6.50)  0.066
O (1.25, 4.37, -5.61)  -0.341
C (0.54, 3.78, -9.47)  0.108
O (0.87, 4.27, -10.44)  -0.370
C (-1.82, 3.03, -7.73)  0.177
O (-2.95, 3.06, -7.63)  -0.327
H (2.45, 0.86, -5.47)  0.794
H (4.71, -0.47, -5.19)  0.463
H (5.83, -1.43, -7.17)  0.382
H (4.86, -1.13, -9.39)  0.379
H (2.83, 0.21, -9.70)  0.574
H (-0.78, 0.43, -10.13)  0.290
H (0.78, -0.48, -9.71)  0.333



no.,lowest unoccupied orbital energy (hartree)
1,0.129
2,-0.031
3,0.068